(1)
A structure of composition C39H29F15GeN7O2RhS3. Source: the Open Molecules 2025 dataset; level of theory: ωB97M-V with the def2-TZVPD basis set.

Structure (ORCA input):
```
! wB97M-V def2-TZVPD RIJCOSX def2/J DEFGRID3
* xyz 0 1
Rh -1.15 0.66 0.13
C -2.15 4.86 -1.65
C -1.99 3.37 -1.41
S -0.93 2.97 -0.06
C -2.56 2.43 -2.16
C -3.47 2.68 -3.33
S -2.28 0.72 -1.84
H -1.54 5.42 -0.94
H -3.18 5.17 -1.53
H -1.83 5.13 -2.66
H -3.41 3.71 -3.66
H -4.51 2.46 -3.07
H -3.20 2.03 -4.17
N -1.76 -1.42 0.16
C -3.15 -1.54 0.61
C -3.54 -2.96 1.06
C -2.61 -3.69 2.06
C -3.17 -3.79 3.48
N -3.38 -2.49 4.12
C -2.40 -1.74 4.61
N -1.20 -2.25 4.92
N -2.64 -0.44 4.84
C -3.51 -0.38 1.55
O -4.39 -0.55 2.42
O -2.91 0.71 1.36
H -1.62 -1.78 -0.77
H -1.08 -1.87 0.77
H -3.75 -1.31 -0.28
H -3.59 -3.56 0.16
H -4.55 -2.92 1.46
H -1.62 -3.22 2.11
H -2.44 -4.71 1.72
H -2.54 -4.42 4.11
H -4.15 -4.27 3.46
H -4.11 -1.92 3.66
H -1.07 -3.25 4.93
H -0.53 -1.70 5.43
H -3.41 -0.04 4.31
H -1.85 0.16 4.98
C 0.90 2.57 2.75
C -0.21 1.74 2.58
N -0.11 0.42 2.40
C 1.12 -0.12 2.45
C 2.28 0.61 2.65
C 2.16 1.99 2.76
C 3.57 -0.11 2.69
C 3.85 -1.10 3.53
C 2.98 -1.55 4.64
C 2.21 -0.68 5.41
C 1.47 -1.23 6.44
N 1.45 -2.54 6.69
C 2.24 -3.28 5.92
N 3.01 -2.86 4.92
H 0.77 3.64 2.83
H -1.21 2.15 2.59
H 1.18 -1.19 2.29
H 3.05 2.60 2.87
H 4.30 0.17 1.94
H 4.76 -1.66 3.42
H 2.22 0.39 5.24
H 0.86 -0.60 7.08
H 2.27 -4.34 6.13
F 1.53 0.47 -5.74
C 0.65 -0.50 -5.46
C 0.36 -0.78 -4.13
C -0.54 -1.80 -3.91
F -0.82 -2.22 -2.66
C -1.18 -2.47 -4.94
F -2.05 -3.45 -4.68
C -0.89 -2.14 -6.25
F -1.48 -2.78 -7.25
C 0.04 -1.15 -6.51
F 0.33 -0.83 -7.78
Ge 1.28 0.29 -2.76
S 0.93 0.07 -0.64
C 3.18 -0.17 -3.02
C 4.14 0.68 -3.53
F 3.79 1.83 -4.11
C 5.49 0.39 -3.49
F 6.39 1.24 -3.99
C 5.91 -0.80 -2.92
F 7.21 -1.09 -2.87
C 4.98 -1.69 -2.43
F 5.39 -2.85 -1.90
C 3.64 -1.37 -2.49
F 2.77 -2.28 -2.03
C 0.95 2.19 -3.12
C -0.08 2.68 -3.90
F -0.88 1.84 -4.58
C -0.35 4.03 -4.02
F -1.36 4.46 -4.78
C 0.43 4.94 -3.33
F 0.18 6.24 -3.43
C 1.47 4.49 -2.53
F 2.22 5.36 -1.86
C 1.70 3.13 -2.43
F 2.71 2.74 -1.64
*
```

Output
lowest unoccupied orbital energy = -0.031 Eh
relative energy (zero: lowest compared OMol25 entry of this formula, charge and spin) = 21.2 kcal per mole
HOMO energy = -0.2303 Eh

=====

(2)
A cluster of 16 separate species, C18H65F3N28O17 in total in a non-equilibrium geometry. Source: the Open Molecules 2025 dataset; level of theory: ωB97M-V with the def2-TZVPD basis set.

Structure (ORCA input):
```
! wB97M-V def2-TZVPD RIJCOSX def2/J DEFGRID3
* xyz -1 2
O 0.03 -2.13 -4.00
H -0.48 -1.91 -4.78
H 0.94 -1.85 -4.14
H -0.35 -1.59 -3.30
C -0.48 0.38 -0.97
O -0.19 -0.46 0.17
O -1.10 -0.35 -2.00
C -0.95 1.92 -0.72
F -1.85 2.06 0.22
F 0.07 2.63 -0.36
F -1.30 2.59 -1.78
C 0.99 -0.10 0.99
C 0.79 -0.81 2.31
H 1.74 -0.80 2.84
H 0.05 -0.44 3.02
H 0.60 -1.86 2.07
H 1.29 0.95 1.11
H 1.95 -0.41 0.59
H 0.50 0.59 -1.39
C 2.42 4.62 -1.51
O 2.09 4.88 -2.63
N 2.41 5.45 -0.52
N 2.63 3.40 -1.22
H 2.81 5.19 0.37
H 2.15 6.41 -0.70
H 2.54 2.78 -2.01
H 2.58 3.19 -0.24
C 2.05 3.27 2.59
O 2.99 3.57 1.91
N 0.91 3.85 2.71
N 2.10 2.26 3.40
H 0.12 3.46 3.19
H 0.78 4.80 2.39
H 1.35 1.88 3.95
H 2.97 1.74 3.40
C 3.84 -3.30 4.27
O 3.92 -3.85 5.39
N 4.62 -2.38 3.82
N 3.02 -3.69 3.29
H 5.38 -1.93 4.31
H 4.29 -1.85 3.02
H 2.91 -3.18 2.43
H 2.32 -4.39 3.51
C -0.60 -4.07 -0.14
O -0.79 -3.68 1.01
N 0.05 -3.38 -1.04
N -1.05 -5.14 -0.59
H 0.27 -2.43 -0.80
H 0.42 -3.78 -1.89
H -0.87 -5.37 -1.55
H -1.93 -5.34 -0.13
C -4.86 1.11 -1.65
O -5.83 1.41 -0.96
N -4.00 0.26 -1.22
N -4.56 1.45 -2.85
H -4.32 -0.18 -0.36
H -3.15 0.01 -1.70
H -3.71 1.06 -3.23
H -5.00 2.22 -3.34
C -4.26 5.24 -2.00
O -4.94 6.27 -1.96
N -3.50 4.91 -1.02
N -4.16 4.45 -2.97
H -3.52 5.52 -0.21
H -3.05 4.01 -1.12
H -4.78 4.55 -3.77
H -3.32 3.90 -2.97
C 0.06 1.64 -5.26
O 0.30 1.99 -6.41
N -1.05 1.20 -4.81
N 0.93 1.69 -4.25
H -1.90 1.33 -5.33
H -1.06 0.84 -3.86
H 0.52 1.73 -3.32
H 1.81 2.17 -4.40
C -4.50 2.89 2.50
O -4.00 2.64 3.60
N -4.39 2.20 1.41
N -5.28 3.87 2.14
H -4.62 2.62 0.52
H -3.66 1.51 1.47
H -5.63 4.56 2.78
H -5.86 3.54 1.39
C 3.48 -0.65 -2.58
O 2.58 -1.41 -2.71
N 4.07 -0.65 -1.48
N 3.86 0.09 -3.47
H 4.77 0.04 -1.26
H 3.64 -1.31 -0.85
H 4.85 0.19 -3.65
H 3.25 -0.05 -4.26
C -3.68 -1.32 2.71
O -4.74 -1.39 3.30
N -3.37 -1.99 1.65
N -2.78 -0.46 3.03
H -4.00 -2.73 1.37
H -2.40 -1.86 1.39
H -2.03 -0.30 2.38
H -2.98 0.13 3.82
C 4.83 0.54 1.71
O 4.36 0.23 2.82
N 5.83 -0.10 1.25
N 4.30 1.25 0.79
H 5.85 -1.07 1.52
H 6.52 0.24 0.59
H 4.78 1.50 -0.07
H 3.32 1.47 0.89
C -0.69 -3.01 5.64
O -1.15 -2.96 6.76
N 0.46 -3.38 5.24
N -1.48 -2.64 4.60
H 0.68 -3.30 4.26
H 0.99 -3.81 5.98
H -2.47 -2.59 4.75
H -1.10 -2.45 3.68
C 3.79 -3.49 0.24
O 3.52 -2.48 0.79
N 2.92 -4.13 -0.49
N 4.98 -3.95 0.14
H 1.97 -3.83 -0.61
H 3.32 -4.86 -1.06
H 5.72 -3.45 0.61
H 5.07 -4.93 -0.07
C -3.66 -2.63 -3.53
O -4.53 -2.93 -4.23
N -3.03 -1.55 -3.91
N -3.20 -3.22 -2.43
H -3.39 -1.13 -4.76
H -2.36 -1.16 -3.25
H -3.73 -3.95 -1.98
H -2.60 -2.57 -1.93
*
```

Output
lowest unoccupied orbital energy (spin up / spin down) = 0.043 / 0.039 Eh
relative energy (zero: lowest compared OMol25 entry of this formula, charge and spin) = 23.1 kcal per mole
expectation value of S² = 0.751
HOMO energy (spin up / spin down) = -0.0594 / -0.2701 Eh

=====

(3)
An isolated molecule of C18H32N2O6 in a non-equilibrium geometry. Source: the Open Molecules 2025 dataset; level of theory: ωB97M-V with the def2-TZVPD basis set.

Structure (ORCA input):
```
! wB97M-V def2-TZVPD RIJCOSX def2/J DEFGRID3
* xyz 0 1
C 6.12 -4.89 0.99
C 6.38 -4.22 -0.34
O 5.17 -3.58 -0.76
C 5.20 -2.91 -1.91
O 6.16 -2.84 -2.62
C 3.89 -2.27 -2.28
N 2.92 -2.30 -1.21
C 1.98 -1.35 -1.03
O 1.87 -0.39 -1.79
C 1.05 -1.53 0.16
C -0.40 -1.82 -0.26
C -1.10 -0.85 -1.22
C -0.89 0.65 -0.99
N -0.66 1.05 0.40
C -1.63 0.96 1.35
O -1.37 0.79 2.53
C -3.09 1.13 0.90
O -3.95 0.91 1.99
C -3.33 2.51 0.30
O -4.49 2.55 -0.51
C -4.35 1.93 -1.76
C -3.42 3.63 1.33
C -4.81 3.76 1.96
C -2.99 4.96 0.72
C 0.73 0.98 0.81
C 1.23 -0.41 1.19
H 7.02 -5.39 1.34
H 5.82 -4.16 1.74
H 5.33 -5.63 0.90
H 7.18 -3.48 -0.26
H 6.69 -4.95 -1.09
H 4.10 -1.24 -2.57
H 3.51 -2.78 -3.16
H 2.98 -3.07 -0.56
H 1.38 -2.44 0.69
H -0.44 -2.82 -0.69
H -0.98 -1.90 0.66
H -0.79 -1.07 -2.24
H -2.17 -1.07 -1.19
H -0.09 1.06 -1.61
H -1.78 1.16 -1.36
H -3.29 0.36 0.14
H -3.60 0.18 2.50
H -2.47 2.74 -0.35
H -5.27 2.08 -2.31
H -3.53 2.37 -2.34
H -4.18 0.85 -1.67
H -2.72 3.39 2.13
H -5.56 4.02 1.21
H -5.12 2.84 2.44
H -4.81 4.55 2.72
H -3.64 5.24 -0.11
H -3.02 5.76 1.46
H -1.97 4.91 0.33
H 1.34 1.44 0.03
H 0.85 1.62 1.68
H 0.71 -0.71 2.11
H 2.28 -0.33 1.47
*
```

Output
lowest unoccupied orbital energy = 0.015 Eh
relative energy (zero: lowest compared OMol25 entry of this formula, charge and spin) = 7.7 kcal per mole
HOMO energy = -0.3410 Eh
SMILES = CCOC(=O)CNC(=O)[C@@H]1CCCN(C(=O)[C@@H](O)[C@@H](OC)C(C)C)CC1

=====

(4)
The ion C28H47F2N4O2S with charge +1 in a non-equilibrium geometry. Source: the Open Molecules 2025 dataset; level of theory: ωB97M-V with the def2-TZVPD basis set.

Structure (ORCA input):
```
! wB97M-V def2-TZVPD RIJCOSX def2/J DEFGRID3
* xyz 1 1
C -5.08 -1.93 0.53
C -4.29 -2.69 1.75
C -2.86 -3.29 1.16
C -1.93 -3.84 2.43
C -0.72 -4.84 1.95
C 0.66 -4.12 1.47
C 0.63 -2.45 1.57
C 2.15 -1.96 1.23
C 2.31 -0.51 0.53
C 3.91 -0.41 0.22
C 4.86 0.06 1.46
C 5.62 1.52 1.13
F 4.23 0.06 2.80
C 1.70 -0.65 -1.02
N 1.86 -2.00 -1.72
C 0.68 -2.70 -1.82
S -0.70 -3.68 -1.99
C 0.22 0.06 -0.92
O -0.82 0.12 -1.95
C -0.24 0.25 -3.31
C -1.33 1.06 -4.23
C -2.88 0.53 -4.11
C -1.25 2.70 -3.97
C -1.79 3.16 -2.49
C 0.26 3.28 -4.25
N 0.05 0.57 0.38
C -1.31 0.97 0.98
F -1.71 -0.05 2.05
C -1.40 2.50 1.49
C -1.35 2.75 3.10
C 1.45 0.77 1.00
C 1.92 2.15 0.13
C 2.61 3.31 1.08
N 2.23 4.63 0.81
N 1.54 1.34 2.40
C 1.13 0.45 3.35
O 0.36 -0.15 4.30
H -5.68 -2.78 -0.07
H -4.31 -1.48 -0.22
H -5.79 -1.05 0.87
H -4.03 -1.95 2.63
H -4.94 -3.56 2.24
H -3.13 -4.23 0.51
H -2.34 -2.42 0.57
H -2.68 -4.51 3.06
H -1.60 -2.97 3.15
H -1.12 -5.52 1.07
H -0.43 -5.57 2.85
H 1.56 -4.44 2.18
H 0.97 -4.44 0.37
H -0.19 -2.11 0.81
H 0.38 -2.19 2.68
H 2.67 -2.86 0.63
H 2.73 -1.95 2.28
H 4.15 0.27 -0.71
H 4.26 -1.51 -0.09
H 5.76 -0.72 1.52
H 6.81 1.38 1.08
H 5.41 2.22 2.04
H 5.28 1.95 0.10
H 2.25 0.06 -1.77
H 0.85 0.72 -3.32
H -0.11 -0.85 -3.75
H -1.01 0.91 -5.37
H -3.57 1.50 -4.14
H -3.22 -0.19 -4.98
H -3.14 -0.01 -3.11
H -2.00 3.18 -4.77
H -2.31 4.22 -2.64
H -2.62 2.46 -2.03
H -0.90 3.38 -1.72
H 0.77 3.58 -3.22
H 0.90 2.43 -4.80
H 0.26 4.20 -5.00
H -2.17 0.83 0.16
H -0.59 3.21 0.98
H -2.45 2.94 1.11
H -1.67 1.84 3.77
H -2.10 3.63 3.37
H -0.24 3.09 3.36
H 2.70 1.91 -0.72
H 0.99 2.66 -0.42
H 3.41 3.13 1.91
H 1.53 4.65 0.01
*
```

Output
lowest unoccupied orbital energy = -0.169 Eh
HOMO energy = -0.4620 Eh
SMILES = [H]/N=C\C[C@@]1(N=C=O)[N+]([C@@H](F)CC)=C(OC[C@@H](C)C(C)C)[C@H](N=C=S)[C@@]1(CCCCCCCC)C[C@@H](C)F

=====

(5)
A cluster of 2 separate species, C3H8NO2 in total in a non-equilibrium geometry. Source: the Open Molecules 2025 dataset; level of theory: ωB97M-V with the def2-TZVPD basis set.

Structure (ORCA input):
```
! wB97M-V def2-TZVPD RIJCOSX def2/J DEFGRID3
* xyz 1 1
C 1.35 0.17 -0.23
C 1.53 -1.18 0.04
C 0.03 0.20 -1.42
N -1.11 0.83 -0.91
O -1.52 0.34 2.00
O 0.49 0.17 -2.49
H 0.99 0.69 0.69
H 2.09 0.76 -0.66
H 2.11 -1.90 -0.49
H 0.86 -1.87 0.74
H -1.69 -0.33 1.44
H -1.72 1.35 -1.55
H -1.57 0.91 -0.03
H -1.85 -0.14 2.88
*
```

Output
lowest unoccupied orbital energy (spin up / spin down) = -0.252 / -0.252 Eh
relative energy (zero: lowest compared OMol25 entry of this formula, charge and spin) = 108.0 kcal per mole
HOMO energy (spin up / spin down) = -0.5852 / -0.5851 Eh

=====

(6)
An isolated molecule of C22H24ClN3O5 in a non-equilibrium geometry. Source: the Open Molecules 2025 dataset; level of theory: ωB97M-V with the def2-TZVPD basis set.

Structure (ORCA input):
```
! wB97M-V def2-TZVPD RIJCOSX def2/J DEFGRID3
* xyz 0 1
C -1.98 0.87 -3.44
H -1.30 1.73 -3.42
O -1.86 0.10 -2.27
C -2.14 0.70 -1.07
C -2.61 2.00 -0.92
C -2.83 2.51 0.35
C -2.60 1.74 1.49
C -2.15 0.44 1.32
C -1.93 -0.08 0.06
H -1.59 -1.09 -0.07
H -1.95 -0.18 2.18
C -2.68 2.35 2.86
H -2.77 1.56 3.61
H -3.55 3.01 2.94
C -1.41 3.17 3.12
N -0.24 2.40 2.78
C 0.32 2.46 1.57
O 0.16 3.33 0.73
C 1.23 1.26 1.29
O 1.41 0.38 2.12
N 1.76 1.31 0.06
C 2.49 0.22 -0.52
H 2.81 -0.43 0.30
H 3.36 0.60 -1.06
C 1.61 -0.59 -1.49
N 2.21 -1.86 -1.86
C 2.14 -3.03 -1.17
O 2.57 -4.06 -1.63
C 1.49 -2.92 0.17
C 0.12 -3.10 0.29
C -0.50 -2.99 1.52
C 0.26 -2.69 2.64
C 1.64 -2.55 2.55
C 2.25 -2.68 1.31
H 3.32 -2.58 1.23
H 2.22 -2.33 3.43
Cl -0.51 -2.49 4.16
H -1.57 -3.13 1.62
H -0.47 -3.34 -0.59
C 2.62 -1.81 -3.25
H 2.51 -2.79 -3.71
H 3.66 -1.48 -3.33
C 1.65 -0.75 -3.78
H 0.69 -1.21 -4.05
H 2.04 -0.18 -4.63
O 1.48 0.14 -2.70
H 0.62 -0.75 -1.03
H 1.45 2.07 -0.53
H -0.04 1.56 3.31
H -1.35 3.48 4.17
H -1.39 4.06 2.48
H -3.18 3.52 0.46
H -2.79 2.64 -1.77
H -3.00 1.22 -3.60
H -1.70 0.21 -4.26
*
```

Output
lowest unoccupied orbital energy = 0.025 Eh
relative energy (zero: lowest compared OMol25 entry of this formula, charge and spin) = 0.0 kcal per mole
HOMO energy = -0.3106 Eh
SMILES = COc1ccc(CCNC(=O)C(=O)NC[C@H]2OCCN2C(=O)c2ccc(Cl)cc2)cc1